118
Properties=species:S:1:pos:R:3 method="wB97M-V/def2-TZVPD" homo_energy_ev="-1.616 / -3.739" orbital_gap_ev="3.86 / 5.97" multiplicity=3 s_squared=2.01 e_tot_ev=-130251.145 total_charge=-1 e_lumo_ev="2.2428 / 2.2357" de_lowest_kcal_mol=25.33
Ti -19.5942 -2.3252 4.0619
N -18.3828 0.4164 5.1491
C -17.6615 -0.1541 4.1613
N -17.9430 -1.1816 3.3509
C -16.9341 -1.3950 2.3726
C -15.8489 -0.5611 2.5783
S -16.0435 0.4701 3.9381
C -16.9915 -2.2029 1.1873
C -16.2051 -1.9935 0.0442
S -16.5342 -3.1199 -1.2027
C -17.6933 -3.8919 -0.1163
N -17.8263 -3.3285 1.0719
N -18.3389 -4.9784 -0.5590
H -19.1340 -0.0568 5.7166
H -18.3524 1.4306 5.2023
H -14.9562 -0.5201 1.9830
H -15.4864 -1.2285 -0.1388
H -18.0574 -5.3777 -1.4529
H -18.9218 -5.5206 0.0699
I -20.6331 0.9105 2.6702
C -20.8507 -0.8416 3.8492
H -21.7573 -1.3035 3.4345
H -21.1080 -0.4446 4.8429
C -20.3712 -5.7836 7.9120
C -21.4378 -4.7812 7.4986
C -21.1082 -4.1244 6.2540
N -20.7752 -3.6107 5.2590
H -20.6662 -6.2680 8.8512
H -19.4022 -5.3038 8.0971
H -20.2222 -6.5672 7.1713
H -21.6032 -4.0258 8.2914
H -22.4159 -5.2999 7.4002
C -16.2276 -5.2660 9.6966
C -15.5615 -4.2772 8.7652
C -14.2143 -4.3569 8.3890
C -13.6878 -3.3907 7.5444
Cl -12.0247 -3.4950 7.1184
C -14.4426 -2.3362 7.0466
C -15.7475 -2.2149 7.4464
C -16.3455 -3.1801 8.2657
O -17.6679 -3.1938 8.6415
C -18.4846 -2.0603 8.3617
C -19.0581 -1.8803 6.9356
O -20.0363 -1.0921 6.8367
O -18.5351 -2.4377 5.9063
H -15.5345 -6.0279 10.0629
H -17.0749 -5.7427 9.1955
H -16.6618 -4.7536 10.5654
H -13.5849 -5.1683 8.7419
H -13.9724 -1.6405 6.3664
H -16.2965 -1.3611 7.0866
H -17.9807 -1.1049 8.6462
H -19.3603 -2.1231 9.0220
C -17.1431 -4.4564 4.2247
C -17.2512 -5.9178 3.7719
C -16.9200 -6.1407 2.2801
C -18.5744 -6.5814 4.1916
C -18.4541 -7.6088 5.1523
C -19.5108 -8.4290 5.4683
C -20.7345 -8.2406 4.8766
C -20.9647 -7.1823 3.9746
C -22.4021 -7.0843 3.4149
C -23.3882 -6.9071 4.5748
C -22.7727 -8.3156 2.5612
C -19.8648 -6.3398 3.5978
N -20.1410 -5.3596 2.5657
B -20.3966 -3.8984 2.5777
N -21.3022 -3.6398 1.4069
C -21.4347 -4.8534 0.7597
C -20.6514 -5.8032 1.3436
C -22.2605 -2.5624 1.2208
C -22.1598 -1.6335 0.1576
C -23.1204 -0.5886 0.0497
C -24.1431 -0.4875 0.9604
C -24.2752 -1.4323 1.9687
C -23.3665 -2.4791 2.1299
C -23.6748 -3.5256 3.2130
C -23.9508 -2.8978 4.5820
C -24.9091 -4.3248 2.7400
C -21.0508 -1.6838 -0.9017
C -20.9532 -2.9807 -1.7425
C -19.7201 -1.1186 -0.3676
H -16.1568 -4.0522 3.9563
H -17.2383 -4.4314 5.3179
H -17.9379 -3.7892 3.7896
H -16.4691 -6.4699 4.3328
H -17.7287 -5.7847 1.6549
H -16.7977 -7.2217 2.0909
H -15.9691 -5.6595 2.0042
H -17.4846 -7.7239 5.6172
H -19.3984 -9.2280 6.1865
H -21.5667 -8.8825 5.1227
H -22.4745 -6.2070 2.7566
H -23.3360 -7.7432 5.2992
H -24.4260 -6.8631 4.2242
H -23.1958 -5.9834 5.1284
H -22.8425 -9.2232 3.1840
H -22.0084 -8.5077 1.8009
H -23.7420 -8.1846 2.0567
H -22.0354 -4.9544 -0.1357
H -20.6433 -6.8586 1.0880
H -23.0210 0.1257 -0.7733
H -24.8577 0.3187 0.9087
H -25.1192 -1.3955 2.6353
H -22.8110 -4.1934 3.3393
H -24.7995 -2.2091 4.5592
H -23.0865 -2.3744 4.9964
H -24.1933 -3.6661 5.3301
H -25.7439 -3.6378 2.5749
H -25.2298 -5.0743 3.4748
H -24.7168 -4.8324 1.7864
H -21.3761 -0.9458 -1.6507
H -20.4376 -3.8001 -1.2333
H -20.3838 -2.7555 -2.6607
H -21.9400 -3.3082 -2.0318
H -19.8386 -0.0535 -0.1508
H -19.4131 -1.6006 0.5697
H -18.9107 -1.2304 -1.1041